No. 1
Here is the molecule C5H8O2 at a distorted geometry from the OMol25 dataset. Energies are from ωB97M-V with the def2-TZVPD basis set.

Atoms and positions in Å:
O (0.36268, -0.82242, 3.02431)
O (0.20018, -1.47362, 0.24524)
H (-1.02319, 0.83115, -1.86350)
H (1.84564, 0.71183, 0.63708)
C (-0.01459, -0.10390, -0.16901)
C (1.28287, 0.69940, -0.30120)
H (-1.65927, -0.76884, -1.40204)
H (1.03908, 1.74092, -0.55106)
H (-0.70484, -1.52010, 0.64577)
H (-0.11129, -0.64471, -2.25083)
H (-1.48789, 1.07876, 1.30522)
H (1.92882, 0.31151, -1.09411)
C (-0.77937, 0.29637, 1.10032)
C (-0.75490, -0.16195, -1.49998)
C (-0.16263, -0.31291, 2.11771)

Force components x, y, z for each atom (eV/Å):
-0.7 0.5 -0.8
-0.1 -0.3 -0.6
0.0 0.0 0.0
-0.1 -0.1 -0.1
0.0 0.1 0.0
0.0 -0.1 0.0
0.0 0.1 0.0
0.0 -0.3 0.1
1.0 -1.5 -0.5
-0.1 0.2 0.3
0.0 0.2 -0.1
-0.1 -0.1 0.1
0.3 0.6 0.3
-0.2 0.2 0.1
0.0 0.4 1.3

SMILES: CC(C)(O)C=C=O
Charge: 0
E (eV): -9407.823
Frontier orbital gap (eV): 9.8523
LUMO (eV): 0.8
ΔE to the lowest compared entry with this formula, charge and spin (kcal/mol): 46.3

No. 2
Here is the molecule C5H8O2 at a distorted geometry from the OMol25 dataset. Energies are from ωB97M-V with the def2-TZVPD basis set.

Atoms and positions in Å:
C (-1.06738, -0.93870, -0.53936)
H (1.82203, -1.20006, -0.19325)
H (2.98844, 0.03398, 0.30657)
H (1.04590, 1.51883, 1.08827)
H (-1.43232, 1.23327, 0.69972)
H (-1.15372, -0.96128, -1.63334)
H (2.03223, -0.81646, 1.53153)
C (0.91815, 0.66597, 0.41223)
C (-2.08921, 0.76874, -0.01614)
H (-2.32107, 1.16869, -0.99828)
O (0.56038, 1.03284, -0.93181)
O (-2.31508, -0.61818, 0.07868)
H (-0.65411, -1.86051, -0.13923)
C (-0.40445, 0.36206, -0.20041)
C (1.99937, -0.39117, 0.52267)

Force components x, y, z for each atom (eV/Å):
0.5 -0.8 -0.3
0.0 0.1 0.1
-0.3 0.0 0.0
-0.3 -0.2 -0.2
-2.2 1.4 2.0
-0.1 -0.3 0.0
-0.1 0.1 -0.1
-0.3 -0.1 0.1
3.2 0.1 -0.7
-0.3 0.5 0.3
0.1 -0.1 -0.5
0.2 0.0 0.1
0.1 -0.3 -0.1
-0.3 -0.5 -0.9
-0.2 0.0 0.0

SMILES: C[C@H]1OC12COC2
Charge: 0
E (eV): -9404.731
Frontier orbital gap (eV): 9.7083
LUMO (eV): 1.0
ΔE to the lowest compared entry with this formula, charge and spin (kcal/mol): 117.6

No. 3
Here is the molecule C5H8O2 from the OMol25 dataset. Energies are from ωB97M-V with the def2-TZVPD basis set.

Atoms and positions in Å:
H (2.93008, -0.70993, 0.80298)
H (-2.32211, 0.42470, -1.27666)
O (-0.30072, 0.06580, 1.35077)
C (1.06703, 0.03221, 1.49840)
H (-2.19792, -0.99265, -0.19638)
C (-2.06274, 0.09021, -0.26783)
C (-0.61897, 0.44303, 0.00715)
C (1.84732, -0.78595, 0.80038)
C (0.19266, -0.34550, -1.02402)
H (-0.45292, 1.52543, -0.09359)
H (1.40124, -1.61447, 0.29007)
O (0.65628, 0.53260, -1.89316)
H (1.48211, 0.74573, 2.19316)
H (1.11249, 0.02437, -2.58056)
H (-2.70438, 0.58312, 0.46477)

Force components x, y, z for each atom (eV/Å):
-0.2 0.0 0.3
-0.1 -0.1 0.1
0.3 -0.1 -0.1
0.4 -0.1 -0.2
0.0 0.2 0.0
-0.1 0.0 0.0
0.0 -0.1 -0.1
0.2 -0.3 0.7
-0.4 0.3 -0.3
0.0 -0.1 0.0
0.1 -0.1 -0.4
0.0 -0.3 0.0
-0.1 0.4 0.1
-0.1 0.2 0.0
0.0 0.0 -0.1

Charge: 0
E (eV): -9405.612
Frontier orbital gap (eV): 9.1968
LUMO (eV): 0.8
ΔE to the lowest compared entry with this formula, charge and spin (kcal/mol): 97.3

No. 4
Here is the molecule C5H8O2 from the OMol25 dataset. Energies are from ωB97M-V with the def2-TZVPD basis set.

Atoms and positions in Å:
H (1.65069, 1.85900, -0.36048)
H (2.36575, 1.03569, 1.03221)
H (-0.00476, 0.56578, 1.89729)
C (0.19738, 0.75641, 0.83907)
H (0.54437, -1.41826, 0.68546)
C (1.47812, 1.57498, 0.68466)
H (-0.64720, 1.35869, 0.48420)
H (-2.53213, -1.69182, -1.91857)
C (-1.46022, -1.62757, -1.64701)
H (1.40255, 2.50134, 1.26524)
O (-2.19248, -0.77065, 0.41601)
H (0.81003, -0.56632, -0.81988)
C (0.18071, -0.57828, 0.07642)
C (-1.22642, -0.95866, -0.29190)
O (-0.56639, -2.04031, -2.34271)

Force components x, y, z for each atom (eV/Å):
-0.1 -0.1 0.1
-0.1 0.0 0.0
0.0 0.1 -0.1
-0.1 0.1 0.1
0.1 0.2 0.0
0.1 0.0 0.0
0.1 -0.1 0.1
0.1 -0.1 0.0
0.2 -0.2 -0.4
0.0 -0.2 -0.1
0.4 -0.1 -0.4
-0.2 0.1 0.1
0.0 0.0 0.0
-0.2 0.1 0.3
-0.5 0.2 0.3

SMILES: CCCC(=O)C=O
Charge: 0
E (eV): -9408.937
Frontier orbital gap (eV): 9.3343
LUMO (eV): -0.5
ΔE to the lowest compared entry with this formula, charge and spin (kcal/mol): 20.7

No. 5
Here is the molecule C5H8O2 from the OMol25 dataset. Energies are from ωB97M-V with the def2-TZVPD basis set.

Atoms and positions in Å:
C (-0.64820, -0.87960, 0.24177)
O (1.68716, -1.12071, -0.52229)
O (-1.67684, 0.86517, 1.48688)
H (-1.60758, -1.39103, 0.10328)
H (0.21503, -2.35512, -1.07200)
H (1.75340, -0.32111, 0.01402)
H (0.06800, -0.74629, -1.79439)
C (0.32861, -1.28725, -0.86630)
H (2.46058, 1.96187, -0.35100)
H (-1.50442, 0.92169, -0.58305)
C (0.34864, 1.36519, 0.23367)
H (-1.71068, 1.81689, 1.64413)
C (1.45914, 1.73527, -0.05668)
H (-0.24188, -1.19356, 1.21002)
C (-0.93099, 0.62860, 0.31194)

Force components x, y, z for each atom (eV/Å):
0.0 -0.1 0.1
0.1 -0.1 0.1
0.0 0.3 0.1
0.1 0.1 0.0
-0.1 0.1 0.0
0.1 -0.1 -0.2
0.2 -0.1 0.2
-0.4 -0.2 -0.1
-0.2 0.2 0.1
0.0 0.0 0.2
0.5 0.1 -0.3
-0.1 -0.1 0.0
-0.5 0.1 0.2
-0.1 0.0 -0.1
0.2 -0.1 -0.3

SMILES: C#C[C@H](O)CCO
Charge: 0
E (eV): -9407.136
Frontier orbital gap (eV): 10.7927
LUMO (eV): 0.7
ΔE to the lowest compared entry with this formula, charge and spin (kcal/mol): 62.2

No. 6
Here is a structure of composition C5H8O2 at a distorted geometry from the OMol25 dataset. Energies are from ωB97M-V with the def2-TZVPD basis set.

Atoms and positions in Å:
H (-0.87074, -1.31899, -1.87322)
C (0.54849, 0.07236, 0.12772)
O (1.72413, -0.50233, -0.37204)
O (-0.72516, 1.69694, -1.52229)
C (-1.25351, -0.72631, -1.03448)
H (1.46527, 1.86229, 0.83765)
H (0.13301, 1.31271, 1.87827)
H (-0.41693, -1.88511, 0.73993)
C (0.98170, 0.98308, 1.26941)
H (-2.34831, -0.80475, -1.01784)
C (-0.61317, -0.86028, 0.33766)
H (1.49659, -1.08164, -1.10738)
H (-1.17002, 0.17683, 0.66096)
C (-0.54592, 0.65477, -0.97122)
H (1.70768, 0.48506, 1.92561)

Force components x, y, z for each atom (eV/Å):
0.1 -0.1 0.2
-0.2 0.7 -0.4
0.0 0.0 -0.7
0.0 -0.2 0.4
0.1 0.2 -0.4
0.0 0.0 0.1
0.1 0.0 -0.2
-0.8 1.2 0.7
0.0 0.0 -0.2
0.3 0.4 -0.2
-0.5 0.9 0.5
0.1 0.0 -0.1
-0.4 -3.4 2.0
1.3 0.4 -1.6
-0.2 0.0 -0.2

Charge: 0
E (eV): -9406.835
Frontier orbital gap (eV): 9.9060
LUMO (eV): 0.7
ΔE to the lowest compared entry with this formula, charge and spin (kcal/mol): 69.1

No. 7
Here is the molecule C5H8O2 from the OMol25 dataset. Energies are from ωB97M-V with the def2-TZVPD basis set.

Atoms and positions in Å:
C (-0.61740, -1.08620, -1.43656)
C (-0.05488, 0.40589, 0.95100)
C (0.32493, -0.17318, -0.68783)
H (0.61136, 1.98278, -0.43982)
H (-1.14579, 1.50045, -0.59725)
H (-0.66543, -0.79064, -2.49203)
O (1.59088, -0.52802, -0.59358)
H (1.42164, -0.78609, 1.93237)
C (1.26541, 0.08458, 1.29631)
O (-1.17396, -0.09711, 1.58832)
C (-0.13706, 1.19687, -0.31830)
H (-0.25690, -2.11660, -1.38200)
H (2.09891, 0.78277, 1.24720)
H (-1.63400, -1.04574, -1.02808)
H (-1.62771, 0.67024, 1.96025)

Force components x, y, z for each atom (eV/Å):
0.1 0.0 0.1
0.3 0.2 0.3
0.0 0.0 -0.4
-0.1 -0.1 0.1
0.2 -0.2 -0.1
0.0 0.1 0.2
0.0 -0.2 0.0
0.0 0.1 -0.1
-0.3 0.1 0.3
-0.2 0.2 0.1
0.0 0.0 -0.1
0.0 0.2 0.0
-0.2 -0.2 -0.3
0.2 0.1 0.0
-0.1 -0.3 0.1

Charge: 0
E (eV): -9405.190
Frontier orbital gap (alpha / beta) (eV): 7.3116 / 7.3124
LUMO (alpha / beta) (eV): -0.1 / -0.1
ΔE to the lowest compared entry with this formula, charge and spin (kcal/mol): 107.0

No. 8
Here is a cluster of 3 separate species, C5H8O2 in total from the OMol25 dataset. Energies are from ωB97M-V with the def2-TZVPD basis set.

Atoms and positions in Å:
H (0.26076, 2.57505, -0.13734)
H (-1.74964, -0.30946, -1.56240)
O (0.61112, 1.14975, -1.53536)
C (1.89374, -1.05832, -0.07215)
C (-1.67032, -0.50020, -0.50399)
H (-0.99917, 0.80848, 1.21032)
H (-2.75145, 0.29903, 1.30825)
O (1.54082, -0.95898, 1.07716)
H (-1.02519, -2.22959, 0.85934)
C (0.93503, 1.82540, -0.58946)
H (1.23678, -1.46537, -0.86081)
C (-1.77020, 0.10943, 0.86274)
H (2.90082, -0.72857, -0.39914)
H (1.92948, 1.72191, -0.11533)
C (-1.37668, -1.28303, 0.48151)

Force components x, y, z for each atom (eV/Å):
0.0 -0.1 -0.1
0.0 -0.1 0.2
0.2 0.4 0.4
-0.1 0.0 0.3
0.1 -0.3 0.1
-0.1 -0.1 -0.1
0.2 0.0 -0.1
0.2 0.0 -0.5
-0.1 0.1 -0.1
-0.1 -0.2 -0.3
0.0 0.0 0.1
-0.1 0.3 0.2
-0.1 0.0 0.0
-0.1 0.0 0.0
-0.1 0.0 -0.3

SMILES: C1=CC1.C=O.C=O
Charge: 0
E (eV): -9405.026
Frontier orbital gap (eV): 9.8310
LUMO (eV): 0.6
ΔE to the lowest compared entry with this formula, charge and spin (kcal/mol): 110.8